Run one
C3H5N3O | ωB97M-V/def2-TZVPD

Computed properties:
gap between HOMO and LUMO = 10.4 eV

```
! RIJCOSX wB97M-V def2-TZVPD def2/J DEFGRID3
* xyz 0 1
C -1.5499 0.6666 0.0880
C -0.1156 0.2747 0.0046
C 1.0836 1.0670 -0.0212
H -1.9970 -1.3227 -0.3794
H -1.4119 0.9399 1.2560
H -1.4241 1.7062 -0.5892
H 1.3127 2.1171 -0.2582
H 1.9650 -1.8273 0.0546
N 2.1512 0.3228 -0.0250
N 1.4885 -0.9216 -0.0441
N 0.1320 -0.9773 0.1084
O -2.6695 -0.3289 -0.0985
*
```

Results of the Löwdin charge analysis, in e, for atoms 1 through 6:
1 C -0.225
2 C -0.398
3 C -0.137
4 H 0.229
5 H 0.155
6 H 0.166

Run two
C3H5N3O | ωB97M-V/def2-TZVPD

Computed properties:
gap between HOMO and LUMO = 9.0 eV

```
! RIJCOSX wB97M-V def2-TZVPD def2/J DEFGRID3
* xyz 0 1
N -1.5399 -0.0470 1.8734
C -0.4955 -0.2576 1.0825
C 0.6345 -1.5721 -1.3450
N 1.2849 -0.4299 -1.1783
C 0.6767 0.7774 -0.7303
O 1.1501 1.8416 -1.0479
N -0.4665 0.6414 0.0422
H -2.2518 0.6769 1.7827
H -1.6019 -0.5992 2.7113
H 1.3874 -2.2810 -1.7527
H 2.2508 -0.2435 -1.4502
H -1.0288 1.4930 0.0123
*
```

Results of the Löwdin charge analysis, in e, for atoms 1 through 6:
1 N 0.048
2 C -0.161
3 C 0.049
4 N -0.035
5 C -0.522
6 O 0.097

Verdict on stability: run one comes out at the bottom.

Run one
C9H16SSi | ωB97M-V/def2-TZVPD

Computed properties:
gap between HOMO and LUMO (spin up / spin down) = 5.9 / 6.3 eV

```
! RIJCOSX wB97M-V def2-TZVPD def2/J DEFGRID3
* xyz 0 1
C 0.2087 -0.2705 2.5903
C -0.6035 -1.4016 2.4684
C -1.2469 -1.9564 1.4892
C -0.0003 0.7570 0.0002
C -0.5752 -2.3384 3.7629
C -2.0005 -2.6836 0.4971
C -0.7551 2.2690 -2.6314
C 1.3036 0.0928 -2.4938
C 2.0124 2.8704 -1.4136
Si 0.6738 1.6449 -1.5189
S 0.5756 0.9729 1.5102
H 0.4356 -0.1470 3.6972
H -1.4785 -2.9740 3.7582
H 0.3742 -2.9555 3.6973
H -0.3190 -1.7322 4.6294
H -2.0487 -2.1627 -0.3857
H -1.6070 -3.6757 0.3984
H -3.0415 -2.7711 0.8249
H -1.7632 1.9088 -2.6275
H -0.9976 3.2454 -2.2257
H -0.3919 2.3276 -3.7123
H 2.3646 0.0382 -2.5055
H 1.0188 -0.8949 -2.1264
H 0.9734 0.4126 -3.5409
H 2.9616 2.4803 -1.7941
H 1.8484 3.7403 -1.9191
H 2.0782 3.2035 -0.4290
*
```

Results of the Löwdin charge analysis, in e, for atoms 1 through 6:
1 C -0.497
2 C -0.401
3 C 0.098
4 C -0.512
5 C -0.017
6 C -0.052

Run two
C9H16SSi | ωB97M-V/def2-TZVPD

Computed properties:
gap between HOMO and LUMO (spin up / spin down) = 7.5 / 6.6 eV

```
! RIJCOSX wB97M-V def2-TZVPD def2/J DEFGRID3
* xyz 0 1
C 2.3261 2.1590 -0.0919
C 3.1167 0.9419 -0.1435
C 2.8698 -0.1093 0.5641
C -0.2792 0.7301 -0.6528
C 4.1785 0.7773 -1.2497
C 2.3804 -1.0760 1.2457
C -2.5169 -1.8687 0.4993
C -2.9258 -0.2417 -2.0020
C -2.4689 1.3207 1.1742
Si -2.0976 -0.0841 -0.2085
S 0.6964 1.8052 0.3936
H 2.6299 3.1303 -0.6012
H 4.6964 -0.0789 -0.8776
H 3.5690 0.5639 -2.1706
H 4.8056 1.5328 -1.7005
H 2.7060 -1.3749 2.1645
H 0.3022 0.1065 -1.1527
H 1.4134 -1.2440 1.0107
H -2.3219 -2.4922 -0.3536
H -1.9750 -2.3351 1.2847
H -3.6167 -1.9546 0.6692
H -3.9909 -0.4835 -1.9097
H -2.6964 0.5859 -2.6903
H -2.5557 -1.0940 -2.4319
H -3.5146 1.6804 1.2136
H -2.3235 0.9089 2.1837
H -1.7930 2.1522 1.0816
*
```

Results of the Löwdin charge analysis, in e, for atoms 1 through 6:
1 C -0.365
2 C -0.407
3 C -0.109
4 C -0.421
5 C -0.046
6 C 0.052

Verdict on stability: run one comes out at the bottom.

Run one
C3H4NO | ωB97M-V/def2-TZVPD

Computed properties:
SMILES = C=C1CN1[O-]
gap between HOMO and LUMO = 6.4 eV

```
! RIJCOSX wB97M-V def2-TZVPD def2/J DEFGRID3
* xyz -1 1
C -0.3895 0.3032 0.0557
C 0.4460 1.3404 0.0923
C -0.8498 -1.1476 -0.0011
N -1.6588 0.0258 0.3394
O -2.9390 0.2308 -0.1737
H -0.0046 2.4015 0.3130
H 1.5564 1.1108 0.1293
H -1.0362 -1.8714 -0.9609
H -0.6437 -1.7334 0.9151
*
```

Results of the Löwdin charge analysis, in e, for atoms 1 through 6:
1 C -0.408
2 C -0.077
3 C -0.122
4 N -0.252
5 O -0.385
6 H 0.057

Run two
C3H4NO | ωB97M-V/def2-TZVPD

Computed properties:
gap between HOMO and LUMO = 7.9 eV

```
! RIJCOSX wB97M-V def2-TZVPD def2/J DEFGRID3
* xyz -1 1
C 0.0338 0.3556 -0.3316
C -0.2377 -0.6649 0.2646
C 0.2084 1.5997 -1.3268
N -0.6273 -2.2868 1.9209
O -0.1522 -1.9015 3.0338
H 0.9157 1.2801 -2.0409
H -0.7293 1.6109 -1.9289
H 0.5081 2.6203 -0.8090
H 0.0805 -2.6135 1.2178
*
```

Results of the Löwdin charge analysis, in e, for atoms 1 through 6:
1 C -0.337
2 C -0.146
3 C -0.191
4 N -0.145
5 O -0.265
6 H -0.004

Run three
C3H4NO | ωB97M-V/def2-TZVPD

Computed properties:
gap between HOMO and LUMO (spin up / spin down) = 6.3 / 6.3 eV

```
! RIJCOSX wB97M-V def2-TZVPD def2/J DEFGRID3
* xyz -1 1
C -0.6381 -0.2549 -0.0521
C -1.8168 -0.5767 -0.0003
C 0.7829 0.1884 -0.1636
N -2.9555 -1.9590 0.6075
O -2.2018 -2.8703 1.0888
H 1.0960 0.8134 0.7682
H 1.4336 -0.6583 -0.2454
H 0.8370 0.8564 -0.9535
H -3.4178 -2.3339 -0.3081
*
```

Results of the Löwdin charge analysis, in e, for atoms 1 through 6:
1 C -0.277
2 C -0.077
3 C -0.183
4 N -0.270
5 O -0.363
6 H 0.083

Run four
C3H4NO | ωB97M-V/def2-TZVPD

Computed properties:
gap between HOMO and LUMO (spin up / spin down) = 6.5 / 6.5 eV

```
! RIJCOSX wB97M-V def2-TZVPD def2/J DEFGRID3
* xyz -1 1
C -0.2788 -0.8335 0.6136
C 0.5541 -0.2306 1.4887
C -0.5729 -0.2190 -0.7885
N 0.3340 0.7195 -1.3510
O 0.1249 1.9808 -1.1878
H 1.1521 0.5680 1.1139
H 0.7996 -0.8899 2.3821
H -0.5058 -1.0816 -1.4231
H -1.6072 -0.0138 -0.8480
*
```

Results of the Löwdin charge analysis, in e, for atoms 1 through 6:
1 C -0.240
2 C -0.216
3 C -0.392
4 N -0.102
5 O -0.155
6 H -0.020

Verdict on stability: run two comes out at the bottom.

Run one
C3H7BrNO | ωB97M-V/def2-TZVPD

Computed properties:
gap between HOMO and LUMO (spin up / spin down) = 9.1 / 7.8 eV

```
! RIJCOSX wB97M-V def2-TZVPD def2/J DEFGRID3
* xyz 1 1
C 1.2893 -1.2766 -0.4274
C 0.1465 -1.4298 0.3753
C -1.6305 0.4774 -0.3737
N -0.8480 1.1563 0.7022
O 1.0623 -0.5325 0.7821
Br -3.3060 -0.2962 -0.0198
H 2.0645 -2.0668 -0.4487
H 1.2301 -0.7567 -1.2996
H -0.4534 -2.2156 0.9487
H -1.6775 0.8999 -1.4281
H -0.8321 2.1485 0.5836
H 0.2617 0.9098 0.7895
H -1.4076 0.6681 1.4033
*
```

Results of the Löwdin charge analysis, in e, for atoms 1 through 6:
1 C -0.064
2 C -0.073
3 C -0.598
4 N 0.082
5 O -0.044
6 Br 0.768

Run two
C3H7BrNO | ωB97M-V/def2-TZVPD

Computed properties:
gap between HOMO and LUMO = 10.4 eV

```
! RIJCOSX wB97M-V def2-TZVPD def2/J DEFGRID3
* xyz 1 1
C 1.0890 -2.2032 0.1580
C 1.0858 -0.8778 0.1002
C -0.5218 0.3484 0.1896
N -0.0700 1.5588 -0.5939
O -0.7615 0.8182 1.4414
Br 2.7098 0.3118 0.1894
H 1.9860 -2.6813 0.2202
H 0.2485 -2.7494 0.2131
H -1.1190 -0.2753 -0.4676
H 0.9369 1.9838 -0.3189
H 0.1924 1.5270 -1.5878
H -0.6405 2.3044 -0.2715
H -0.7937 0.1953 2.1168
*
```

Results of the Löwdin charge analysis, in e, for atoms 1 through 6:
1 C -0.008
2 C -0.467
3 C -0.238
4 N 0.155
5 O 0.081
6 Br 0.683

Verdict on stability: run one comes out at the bottom.

Run one
C6H16O3 | ωB97M-V/def2-TZVPD

Computed properties:
SMILES = C=C(C)C(=C)C.O.O.O
gap between HOMO and LUMO = 9.9 eV

```
! RIJCOSX wB97M-V def2-TZVPD def2/J DEFGRID3
* xyz 0 1
C -0.5515 0.3412 -1.6420
C -0.6936 0.9101 -0.2847
C -0.5614 2.0862 0.1811
C -2.0413 -0.1980 1.5235
C -0.9731 -0.2544 0.7229
C 0.1017 -1.3869 0.8530
H -0.2525 1.1985 -2.3255
H -1.3946 -0.2914 -1.9229
H 0.4842 -0.0523 -1.6604
H -0.2875 2.3153 1.3082
H -0.2786 2.7834 -0.5698
H -2.3050 -0.8473 2.1717
H -2.4705 0.7412 1.6330
H 0.3969 -1.3841 1.8244
H 0.9781 -1.0807 0.2943
H -0.2292 -2.3184 0.5712
H 3.4007 0.5633 -1.4816
H 3.2503 -0.5138 -0.5459
O 3.2393 -0.4182 -1.5333
H -2.8565 -0.8639 -0.6724
H -2.9939 -2.2757 -1.2455
O -3.4814 -1.5608 -1.1130
H 2.4933 1.2640 1.0503
H 3.7103 0.4045 1.8059
O 3.3156 0.8383 1.0576
*
```

Results of the Löwdin charge analysis, in e, for atoms 1 through 6:
1 C -0.040
2 C -0.394
3 C 0.016
4 C 0.064
5 C -0.264
6 C -0.003

Run two
C6H16O3 | ωB97M-V/def2-TZVPD

Computed properties:
SMILES = C=CC=C(C)C.O.O.O
gap between HOMO and LUMO = 9.2 eV

```
! RIJCOSX wB97M-V def2-TZVPD def2/J DEFGRID3
* xyz 0 1
C -0.7413 -1.4543 1.9144
C -0.1211 -0.5566 0.8742
C -0.8837 -0.0009 -0.0868
C -2.2689 -0.4075 -0.2891
C -2.9944 0.0778 -1.3064
C 1.3455 -0.3938 0.9134
H -1.1721 -2.4000 1.5118
H -1.4506 -1.0058 2.6139
H 0.0320 -1.7675 2.6239
H -0.4573 0.7084 -0.7903
H -2.7392 -1.1346 0.4017
H -2.5567 0.8906 -1.8657
H -3.9818 -0.1971 -1.6383
H 1.8730 -1.3547 1.1166
H 1.6669 0.2278 1.7575
H 1.6171 0.2225 0.0524
H 1.3694 2.9509 0.1262
H 2.0667 3.1778 1.6274
O 1.8633 3.4786 0.7473
H 3.7057 -0.0732 1.0086
H 4.2079 -0.1326 -0.3572
O 4.4206 0.3014 0.4861
H -1.0158 0.0352 -4.1733
H -2.3076 -0.4538 -3.4364
O -1.4775 -0.7388 -3.8320
*
```

Results of the Löwdin charge analysis, in e, for atoms 1 through 6:
1 C -0.076
2 C -0.339
3 C -0.085
4 C -0.159
5 C -0.024
6 C -0.094

Verdict on stability: run one comes out at the bottom.

Run one
C3H6O3 | ωB97M-V/def2-TZVPD

Computed properties:
SMILES = C=CO.O=CO
gap between HOMO and LUMO = 9.4 eV

```
! RIJCOSX wB97M-V def2-TZVPD def2/J DEFGRID3
* xyz 0 1
C 1.4173 -1.3204 -0.9463
C 1.1890 -0.1050 -1.4227
O 0.2103 0.7458 -1.0051
H 1.8859 -2.1088 -1.5192
H 1.0792 -1.6260 0.0392
H 1.7521 0.3666 -2.2214
H -0.5136 0.2494 -0.6022
O -1.0591 -0.7245 1.8013
C -1.2916 0.4419 1.7900
O -1.9355 1.0207 0.7434
H -1.0834 1.1145 2.6338
H -1.6506 1.9458 0.7092
*
```

Results of the Löwdin charge analysis, in e, for atoms 1 through 6:
1 C 0.004
2 C -0.276
3 O -0.027
4 H 0.048
5 H 0.051
6 H 0.107

Run two
C3H6O3 | ωB97M-V/def2-TZVPD

Computed properties:
SMILES = O=CCO.C=O
gap between HOMO and LUMO = 10.5 eV

```
! RIJCOSX wB97M-V def2-TZVPD def2/J DEFGRID3
* xyz 0 1
C -2.0445 0.7668 1.1010
O -0.9968 0.9698 1.6640
C 0.0674 -0.7780 -0.6030
O -0.3960 -1.7406 -0.0379
C 1.3286 -0.0539 -0.1854
O 2.1454 0.1926 -1.3123
H -0.4153 -0.3482 -1.5108
H -2.4780 -0.2465 1.0158
H -2.6157 1.5856 0.6193
H 1.0420 0.9225 0.2190
H 1.8257 -0.6229 0.6105
H 2.5371 -0.6473 -1.5802
*
```

Results of the Löwdin charge analysis, in e, for atoms 1 through 6:
1 C -0.132
2 O -0.012
3 C -0.264
4 O 0.046
5 C -0.231
6 O -0.056

Verdict on stability: run two comes out at the bottom.